{"formula": "C80H205N15O25", "method": "ωB97M-V with the def2-TZVPD basis set", "fmax_ha_per_bohr": 0.06453, "e_lumo_ev": 0.478, "de_lowest_ev": 5.451, "gap_ha": 0.31018, "energy_ha": -5872.64090, "species": ["N", "N", "H", "N", "H", "H", "H", "H", "C", "H", "H", "C", "C", "H", "H", "O", "C", "H", "C", "H", "H", "H", "H", "H", "H", "H", "H", "H", "H", "H", "O", "H", "C", "C", "H", "O", "H", "N", "C", "O", "H", "H", "O", "H", "O", "H", "H", "H", "H", "H", "H", "H", "C", "H", "H", "H", "H", "H", "H", "H", "O", "C", "H", "H", "C", "H", "C", "H", "H", "C", "H", "C", "H", "H", "C", "C", "H", "H", "C", "H", "H", "H", "H", "H", "H", "C", "N", "C", "H", "N", "C", "H", "C", "C", "H", "H", "H", "H", "O", "H", "O", "H", "C", "C", "H", "N", "H", "H", "H", "H", "C", "H", "H", "O", "H", "H", "H", "H", "C", "O", "H", "H", "C", "H", "H", "N", "H", "H", "H", "O", "C", "H", "O", "H", "O", "H", "H", "H", "H", "H", "H", "H", "H", "H", "H", "H", "H", "H", "H", "H", "C", "C", "H", "C", "H", "N", "H", "H", "H", "C", "H", "O", "H", "H", "H", "H", "H", "C", "H", "H", "H", "C", "H", "H", "N", "H", "H", "H", "H", "H", "H", "H", "H", "C", "H", "N", "H", "H", "H", "H", "H", "H", "H", "C", "N", "C", "C", "C", "N", "H", "C", "O", "C", "H", "H", "C", "H", "H", "H", "C", "C", "H", "H", "C", "H", "H", "C", "C", "H", "C", "H", "H", "H", "C", "C", "C", "C", "O", "H", "C", "H", "H", "O", "H", "C", "C", "C", "C", "H", "O", "C", "H", "C", "H", "C", "H", "H", "O", "H", "H", "H", "H", "H", "H", "H", "H", "H", "C", "H", "H", "H", "C", "H", "H", "H", "C", "H", "H", "H", "C", "C", "H", "C", "C", "H", "H", "O", "H", "O", "H", "H", "N", "H", "C", "H", "H", "C", "N", "H", "H", "H", "H", "C", "C", "H", "H", "C", "H", "H", "H", "H", "O", "H", "O", "C", "O", "C", "C", "H", "H", "H", "C", "H", "H", "C", "H", "H", "C", "C", "C", "H", "H", "H", "H", "H"], "positions_angstrom": [[-6.5117, 0.2863, -5.8548], [0.1143, -1.4992, -1.1914], [1.1169, 2.0840, 0.7080], [-3.4873, -6.6837, 0.5609], [8.8302, -5.2009, 2.1802], [5.1969, 10.4845, 1.8803], [2.7562, 1.7784, 4.1823], [3.3888, 0.1353, 2.2744], [-2.7996, -7.0133, -0.6483], [2.6660, 14.0697, 2.0702], [-0.9539, -2.1876, 2.4541], [-8.3279, 3.8978, -3.9737], [-6.8103, -1.5312, 3.5844], [7.6667, 2.8779, -4.1665], [3.4431, 6.0621, -2.7129], [-0.0637, -2.0061, -4.1267], [0.8899, -1.3830, -4.9987], [0.1901, 6.0984, 2.2965], [-5.9949, -3.6565, 0.5117], [2.1342, -4.0022, -1.3996], [0.4775, 3.7004, 8.2953], [-6.8881, -1.4557, 1.6323], [2.6298, 6.2262, 3.5457], [-9.2449, 3.3671, -3.7175], [2.6570, 13.2625, 3.6946], [8.2179, 3.5747, -1.9629], [4.8472, -0.5607, -0.1894], [-4.6587, -7.1727, -1.8822], [-2.2068, -3.3921, 0.5209], [1.6334, 1.1417, 5.4237], [0.0296, 3.4912, 2.9039], [6.1255, -3.2382, 0.7721], [-6.9651, -2.4999, 4.8222], [2.7872, -1.8712, 2.5454], [6.3203, -2.1837, -5.1919], [7.0182, -4.1991, 2.3551], [-4.2389, -1.8533, 4.9071], [0.8004, -4.8617, -3.5822], [-5.9683, -3.3058, 2.0630], [5.4841, -3.8674, -5.5105], [7.1170, -0.1522, -4.2890], [-2.6248, -8.0886, -0.6838], [3.4523, 12.1432, 2.1347], [-3.0171, 2.9720, 6.0009], [2.4561, 6.6211, 5.5401], [-0.4913, 8.1558, 4.7846], [-6.7453, -0.8138, -4.1312], [1.0034, 3.7637, 0.1623], [3.2820, 9.6895, 0.6765], [-1.5668, -3.3643, -4.1697], [-6.4013, 6.6186, -3.5541], [-0.8952, -6.3804, 0.2276], [1.4257, 7.6234, 5.6577], [4.8221, 9.4114, 3.2683], [-4.9559, -2.9322, 2.2165], [0.1371, 5.4382, -2.1862], [-6.7782, -3.3210, -2.0778], [0.2294, -2.6355, 0.5902], [-4.2749, -7.2653, 0.8091], [7.0354, -8.3278, 0.2776], [2.7618, -4.8713, 0.4258], [-2.9974, 4.3384, -4.5455], [-0.6321, 1.8095, 3.9352], [-8.5535, 2.0811, -5.7609], [-6.5114, 0.2134, -4.4111], [3.0991, -0.4495, -2.6438], [-6.0847, 1.3745, 0.0450], [4.5666, -9.4162, 2.7614], [-7.8004, 3.4471, -6.4666], [4.5856, -8.3335, 2.6372], [-0.6593, 2.3558, 8.9040], [3.4946, 10.9726, 2.9580], [1.8369, -4.7401, 2.7438], [3.2277, -0.0237, -0.2629], [-4.7924, -2.4530, 5.6297], [4.5551, -2.5140, -3.8140], [-0.0741, -3.4865, -0.7687], [4.8818, 7.4366, 1.4980], [-4.4676, 4.7398, -4.1064], [3.0550, -1.8504, -1.5537], [-2.3730, -2.4126, -0.9391], [7.6915, -5.4542, 0.8417], [3.8728, -6.1553, 2.0223], [1.5645, -6.6951, 0.5707], [-1.2233, 3.8066, -2.4838], [0.0248, -7.7810, -1.7245], [3.1927, -6.4500, 2.7084], [-1.7547, 4.7581, -2.5027], [1.0358, -4.3082, -5.5774], [5.4392, 1.1967, -4.1497], [5.8287, -2.9284, -4.5659], [1.4714, 12.9051, 2.5862], [-0.0537, -0.1612, -0.5998], [-1.0422, 4.4031, 3.0163], [-2.5023, -0.7378, -2.9257], [-1.2677, -9.5788, 1.1640], [4.1370, 6.0286, 4.4798], [-4.9878, -3.3194, -2.3270], [-5.8148, -3.3001, 5.0597], [0.7097, 4.3229, -5.1343], [-1.8177, 1.2572, 6.0231], [5.4223, -4.8339, 1.2087], [3.6132, 7.3151, -0.3320], [4.4378, 8.0956, 0.7519], [-0.2108, -1.5050, -2.1476], [-4.1142, 0.0967, -0.4426], [6.9955, 0.9704, -5.6236], [-7.8012, -3.1724, 4.6304], [-2.6523, -2.1880, 2.8671], [9.5590, 2.4413, -1.8855], [3.8506, 5.5035, -1.8703], [-6.3721, 1.1172, -0.9744], [-5.8424, 7.6417, -4.8009], [-2.2309, -1.4143, 1.0075], [-1.9991, 0.4774, -4.1654], [-5.8189, -1.0828, 3.6487], [-7.2937, -1.9733, 5.7182], [-2.0191, -4.6590, 2.6025], [-0.8290, 5.6804, -1.7435], [7.7428, 1.6024, -2.5366], [-5.7381, -0.2624, -6.2020], [-6.3020, 2.4344, 0.1776], [3.2458, 6.6413, 4.3434], [-1.8676, -10.5085, 2.9381], [0.4141, -9.8152, 1.6187], [4.8463, -1.4993, -2.7832], [2.4602, 10.6329, 3.0096], [-1.3929, -5.8020, -4.5020], [-1.6684, -5.1177, 4.1470], [-1.0551, 7.0669, -1.8417], [3.1572, -7.8812, 2.7099], [4.1251, -0.6859, 3.6109], [2.0823, -0.1543, 3.9445], [4.6564, -3.7762, 3.3023], [-5.6961, -2.5936, -0.3603], [-4.4178, 1.0440, 1.2551], [2.7006, -8.2924, 1.8096], [-6.1074, -4.1464, 2.7428], [-0.8760, 5.3707, -0.6995], [-6.3620, 1.7587, -7.4256], [3.7834, 11.3165, 3.9512], [6.1555, -5.4248, -6.7409], [-0.0888, 8.8414, -1.2531], [-2.6618, -0.4384, 5.0454], [-1.6103, 4.2524, 2.0983], [1.6590, -2.1035, -5.2770], [6.5243, -5.6127, -5.0702], [0.8924, 7.4276, 6.5879], [5.2330, 2.9963, -0.5873], [2.7297, 6.8587, 0.1142], [8.0750, -4.7246, 1.5549], [7.8283, 1.8264, -3.9291], [-2.6463, 5.0369, 7.1636], [-7.5942, 2.5954, -5.8183], [-2.8982, 4.5011, -5.6187], [-2.0075, 5.1378, -3.8805], [8.2727, 2.3299, -0.6985], [0.7395, 2.6172, -4.6063], [2.7150, -8.3056, 3.6112], [-3.7369, -6.5942, -1.8202], [2.2478, 2.6605, -0.3607], [-7.3266, 3.0222, -4.4729], [-4.6420, 4.4909, -3.0596], [-8.0442, 4.3855, -3.0411], [4.2505, 1.9995, 0.5220], [1.1783, 3.9791, -3.4764], [-8.5197, 4.7314, -4.6493], [1.6499, -5.6777, 0.9524], [4.5753, 4.7597, -2.2015], [5.3095, 8.4311, 0.1900], [5.5397, -2.2944, 2.8909], [0.1211, 7.7757, -1.3447], [-7.5512, -0.7317, 3.5791], [-2.8170, 2.1785, 7.5868], [0.0089, 6.1086, 4.3700], [3.2276, 8.0297, -1.0592], [-3.8282, 0.7150, 5.8444], [0.0195, 0.7745, -2.4489], [-2.6611, -0.2920, 6.7905], [-3.9526, 3.4366, -0.0025], [-6.4808, 6.1034, -5.3264], [2.5841, -2.5399, 3.3819], [-2.6959, 4.4695, -2.0349], [1.2094, 3.5945, -4.4958], [3.3126, 0.5980, 5.3834], [-6.9756, -2.2268, 2.2787], [6.5221, -3.3556, -3.8416], [-1.7221, 4.1811, 3.8388], [-5.4751, 2.1729, -6.1379], [-4.0227, 2.5282, -1.4280], [-2.8941, -6.7075, 1.3780], [8.8093, 1.5945, -4.3437], [4.1205, -3.3924, -3.3369], [-1.9050, -2.4594, 0.0442], [-2.0447, 4.5919, 7.8419], [4.1272, -0.1102, -0.8725], [0.2600, -4.4106, -4.8186], [6.5080, -8.6408, 1.1787], [3.8800, -2.4711, 1.7454], [-0.9738, -2.8295, -5.6970], [-1.8689, -1.5986, 2.3906], [4.4881, 6.3180, -0.8834], [1.1789, 2.7379, -0.1619], [-7.0316, -3.9330, 0.3196], [-8.5116, 1.7053, 1.2667], [-8.1291, 0.7601, 0.8815], [2.6801, 1.4792, -4.4028], [8.6993, -3.9399, 1.1274], [1.1338, -6.2662, 3.0994], [3.2500, 2.4082, -4.3842], [-0.6436, -3.1675, -4.7148], [-1.6318, -10.1004, 4.4917], [-8.5726, 0.6830, -0.1112], [-2.7826, 0.1594, -3.4775], [7.1850, -8.4566, 2.0129], [-0.6895, 3.9403, 6.2782], [-1.4847, -6.2400, -0.6784], [0.5210, 0.8933, -1.4884], [0.2053, -8.6547, 3.5801], [-0.3107, 2.0688, 2.9265], [7.3291, -4.3382, -6.1333], [-1.7534, -5.1837, -0.6651], [1.5933, 0.8048, -1.6629], [-5.9166, 6.5885, -4.5299], [4.9975, 1.9800, -0.2716], [8.4822, 2.5394, -1.7475], [-4.5799, 1.2500, 0.1971], [-6.7488, 0.5613, 1.0234], [-1.4964, 5.3312, 8.2578], [3.1751, -0.5509, 3.0939], [3.8192, -4.4289, -1.2581], [1.9237, -1.9094, 1.8813], [-0.6703, -6.5050, -1.8173], [5.1029, -7.8428, 3.4617], [-0.2160, 2.8917, 8.0648], [4.9344, -3.1066, 2.4884], [-0.5766, -5.6705, -5.2122], [-1.8614, -7.8044, 3.5757], [5.3428, 1.2751, -3.1474], [0.2312, 2.2763, -1.1056], [-2.2014, -5.4971, 3.2751], [2.5234, -5.7032, -1.4449], [6.8324, 0.8669, -4.5509], [0.5810, 1.4441, 2.8759], [4.4201, 9.9127, 2.3879], [-1.0812, 1.7791, 2.2119], [-8.5654, -0.0420, 1.4767], [5.2573, -7.9481, 1.3939], [5.9270, 1.5263, 0.0722], [-4.8988, 1.7262, -4.0702], [-5.9155, -1.8338, -2.1736], [-0.9734, -5.5799, -6.2233], [-2.6480, 2.2939, -0.2661], [-5.1119, 4.1331, -4.7428], [-3.1310, -6.7302, -2.7160], [-5.3224, -4.5049, 0.3849], [-3.2492, -0.1276, 0.0281], [2.5360, 13.1367, 2.6186], [0.8880, 7.9067, 3.6724], [1.0095, -7.7503, -1.2581], [-3.9827, -5.5343, -1.7543], [-2.8394, 0.2569, 5.8658], [0.4024, 2.1521, 7.5562], [0.0255, -8.1361, -2.7550], [0.8176, 5.5419, 4.5819], [3.6951, -1.0805, -1.9845], [-1.1086, 0.0964, -0.5053], [0.7173, -5.1604, 0.7273], [-4.7777, -0.6197, -0.1844], [6.4138, -4.8564, -5.8474], [2.8125, -4.7534, -0.9949], [3.5166, -3.1990, 1.1470], [-3.7214, 2.4420, -0.3840], [5.8514, -3.9066, 1.5883], [-7.2879, 0.7983, -3.9181], [-2.7991, 3.2865, -4.3398], [4.5021, 1.2090, -1.3820], [0.3560, -0.2124, 0.4089], [-4.5883, 6.0934, -4.4186], [0.4349, 7.4003, -0.3707], [-2.8891, -8.1672, 3.5586], [-1.1775, -10.1678, 3.5921], [1.1804, -4.0958, -3.0445], [-0.4213, -9.1171, 1.6725], [0.0484, -8.2890, 1.1417], [5.1392, 3.1469, -5.0672], [-1.2659, 3.5434, 7.1138], [3.6785, 9.1279, 1.4164], [-2.3253, 6.0938, -3.9522], [-1.4755, 6.4195, 2.8978], [-2.7998, 0.9471, -2.7244], [-5.2158, 0.6866, -2.7312], [-0.3586, -2.5338, -0.3220], [-0.5626, 5.8415, 3.0419], [3.5770, 7.6399, 4.0585], [3.0016, 4.9627, -1.4522], [-5.8287, -2.8576, -1.8096], [0.0287, -6.5665, -5.3495], [3.3499, 2.6497, -3.3260], [-0.4213, -8.6564, -1.2527], [-3.2661, -5.5538, 3.5016], [2.5880, 3.4828, -4.9433], [6.2884, -9.7029, 1.0698], [-4.0547, -0.0733, -4.1340], [0.3549, 7.5144, 4.5384], [-1.6911, -6.6928, 2.7494], [4.6793, 2.1613, -4.9942], [-0.7887, -8.8254, 3.1666], [4.5232, 1.7955, -6.0090], [-1.5973, -0.7057, 2.9535], [-5.1172, -1.7261, 6.3742], [1.8862, -5.7935, 2.4680], [5.2041, -0.6837, -3.2596], [0.4871, -1.0350, -5.9499], [-6.4376, 1.7028, -6.3397], [3.8448, -2.1898, -4.5746], [0.1600, -5.3830, -3.0008], [-2.3121, 2.4751, 6.6674], [-5.1961, 0.7076, -3.8208], [2.4686, 0.9033, 4.7650], [1.2896, -0.5279, -4.4535], [0.9828, 7.7153, -2.0094], [-4.0593, -3.1695, 6.0003], [1.9511, 8.5779, 5.6274], [-1.6313, -7.6915, 4.6351]], "forces_ev_per_angstrom": [[-1.032, 1.526, -0.720], [0.800, 1.317, 0.846], [-0.268, 0.220, 0.495], [-0.411, 0.774, 1.552], [-0.469, -0.429, 0.479], [0.655, -0.073, 0.203], [-0.019, 0.255, -0.039], [-0.315, 0.518, -0.027], [-1.184, 0.002, -0.699], [0.353, -0.178, 0.108], [0.186, -0.287, -0.035], [0.125, 0.008, 0.158], [-0.134, -1.494, 0.271], [-0.483, 0.186, -0.064], [0.307, 0.278, -0.172], [0.496, -0.038, -0.350], [-0.085, -0.409, 0.479], [-0.192, -0.230, -0.642], [-0.885, -1.000, 1.430], [-0.234, 0.222, 0.392], [-0.011, -0.121, 0.793], [0.442, -0.407, -0.736], [0.247, 0.004, -0.413], [-0.282, -0.163, -0.406], [0.594, 0.437, 0.182], [-0.234, 0.105, -0.134], [0.578, 0.178, -0.297], [0.133, -0.092, 0.100], [-0.086, -0.349, -0.135], [-0.028, 0.122, -0.095], [0.790, -1.198, 0.309], [0.020, -0.136, -0.493], [-0.891, 0.290, -1.498], [0.863, -2.213, -0.957], [0.126, 1.031, 0.833], [0.390, -0.410, -0.262], [-0.297, -0.086, -0.549], [1.535, 0.832, 0.940], [-0.063, 2.119, -2.553], [-2.032, -2.039, -1.364], [-0.159, -0.040, 0.233], [0.340, -0.256, -0.419], [-0.461, 0.489, -0.347], [-0.311, -0.082, -0.148], [0.067, 0.003, 0.221], [-0.114, -0.095, -0.096], [0.422, -0.188, 0.102], [-0.472, -0.080, -0.237], [-0.068, 0.682, 0.348], [0.138, -0.267, 0.375], [-0.382, -0.569, 0.015], [-0.145, -0.378, 0.194], [-0.032, -0.799, -0.731], [0.037, -0.794, -0.521], [0.416, 0.192, 0.433], [0.512, 0.209, 0.295], [0.021, -0.472, 0.353], [0.173, 0.780, 0.330], [-0.177, -0.143, -0.594], [-0.566, 0.434, -0.097], [-1.037, -1.077, 0.441], [-1.063, 0.332, 0.699], [-0.665, 0.156, 0.157], [-0.022, -0.630, -0.366], [1.121, -0.127, 0.324], [-0.852, -0.042, -0.071], [1.025, 0.773, 0.230], [0.474, -0.206, -0.089], [0.470, 0.318, -0.118], [1.088, -0.236, -0.276], [-0.037, 0.543, 0.266], [-0.806, 1.168, -0.037], [0.726, 0.121, 0.737], [-0.255, 0.505, 0.300], [0.680, -1.232, -0.600], [0.553, 0.729, 0.107], [-0.731, -0.318, -0.461], [-0.378, -0.408, 0.058], [1.524, -1.316, -1.404], [0.366, -0.277, -0.172], [-0.859, 0.905, 0.445], [0.137, 0.123, -0.275], [-0.060, 0.253, -0.110], [0.534, 0.047, -0.761], [0.255, -0.176, -0.176], [-0.351, -0.194, -1.217], [-1.145, 1.256, 0.751], [-0.807, -0.394, -0.519], [0.161, 0.357, 0.056], [0.118, -0.529, -1.872], [0.303, -0.069, 0.614], [-0.176, -0.713, -0.708], [-0.506, -0.506, 0.168], [-0.022, -0.718, -1.693], [0.097, -0.142, -0.262], [-0.026, 0.355, -0.391], [-0.222, -0.101, 0.252], [0.167, -0.313, 0.561], [0.241, 1.858, 0.720], [0.098, -0.115, -0.020], [0.219, 1.628, -0.624], [-0.222, -0.063, -0.121], [0.886, -0.198, 1.378], [0.175, -0.989, -0.865], [-0.208, -0.529, -0.119], [0.187, -1.528, -1.289], [-0.546, -0.152, -0.243], [0.107, -0.247, -0.317], [-0.183, 0.202, 0.326], [0.168, -0.136, -0.197], [-0.017, -0.016, 0.509], [-0.229, -0.302, -0.073], [0.235, 0.010, -0.186], [0.254, 0.576, -0.428], [-0.133, -0.403, -0.509], [0.208, 0.301, 0.032], [0.449, 0.373, 0.220], [-0.265, -0.382, -0.691], [-0.034, -0.448, -0.313], [0.634, 0.761, 0.581], [0.140, 0.134, -0.120], [-0.562, 0.163, 0.286], [-0.839, 0.067, 0.316], [-0.212, -0.201, 0.029], [-0.234, -0.494, 0.587], [0.099, -1.580, 0.068], [-0.066, -0.599, 0.239], [0.065, -0.233, -0.019], [0.128, -0.651, 0.586], [1.000, 0.886, 0.343], [0.803, 0.217, -1.103], [-0.051, 0.191, 0.603], [0.980, -0.295, -0.909], [-0.577, 0.022, 0.359], [0.571, -0.077, -0.915], [0.012, 1.074, 0.708], [-0.682, -0.277, -0.127], [-0.310, -0.079, -0.470], [0.338, -0.092, 0.279], [-0.835, -0.503, -0.223], [0.267, -0.241, 0.295], [-0.730, 0.345, -0.071], [-0.449, -0.132, 0.008], [0.200, 0.588, -0.265], [-0.568, 0.201, -0.248], [0.351, 0.139, 0.257], [0.400, 0.200, 0.379], [0.559, 0.099, 0.303], [-0.226, -0.046, -0.216], [-0.080, -0.308, 0.181], [0.157, 0.175, 0.792], [0.107, -0.592, 0.297], [-0.184, 0.202, -0.026], [0.123, -0.588, 0.574], [-0.204, -0.035, -0.091], [0.958, 0.455, -0.167], [-0.124, -0.026, -0.085], [-0.260, -0.018, 0.268], [-0.156, 0.074, 0.021], [1.451, -0.266, 0.002], [0.112, -0.020, -1.310], [0.077, 0.804, -0.020], [-0.188, 0.207, 0.218], [0.677, -0.334, 0.049], [0.017, 0.049, 0.197], [-0.068, -0.332, 0.237], [-0.225, -0.113, -0.376], [0.076, 0.404, 0.329], [0.032, 0.200, -0.125], [0.306, 0.599, -0.097], [0.314, -0.229, 0.392], [-0.897, -0.155, -0.324], [-0.019, -0.009, 0.406], [-0.277, 0.030, 0.089], [-1.022, 1.039, 0.069], [0.243, 0.072, -0.499], [-0.105, -0.210, -0.200], [0.038, 0.042, -0.264], [-0.989, -0.676, 0.087], [-0.128, -0.021, 0.574], [-0.167, -0.391, 0.233], [-0.348, -0.042, 0.366], [-0.274, 0.626, 0.749], [1.276, 0.149, -0.672], [0.210, 0.085, 0.169], [0.267, -0.525, 1.699], [0.329, 0.147, 0.171], [0.168, 0.072, 0.425], [0.113, 0.274, 0.864], [0.435, -0.267, -0.308], [0.295, -0.093, -0.202], [0.519, -0.150, 0.241], [0.114, -0.154, -0.017], [2.129, -0.746, 1.243], [-0.051, -1.003, -0.706], [-0.882, -0.232, -0.308], [-1.493, -1.737, -0.145], [-0.890, 0.084, 0.618], [-0.443, -0.007, -0.381], [-0.098, -0.372, -0.495], [0.520, -1.520, -1.156], [-0.861, 0.602, -0.277], [0.019, -0.626, 1.358], [-0.160, -0.509, -0.156], [0.421, 0.343, 0.277], [-1.143, -0.848, 1.000], [-0.269, -0.255, -0.346], [-0.538, 0.341, -0.767], [-0.281, -0.339, -0.617], [1.374, -0.517, 1.130], [-0.117, 0.459, -0.696], [-0.113, -0.338, 0.310], [0.620, -0.252, -0.490], [-1.077, 0.461, 0.258], [0.037, -0.168, 0.191], [-0.235, 0.090, -0.331], [-0.159, 0.175, 0.054], [0.175, 1.398, -0.676], [-0.280, 0.715, 0.659], [0.111, 1.069, 1.338], [0.653, -0.336, 0.382], [0.095, 0.156, -0.395], [0.103, -0.105, 0.099], [0.838, 0.671, 0.220], [0.094, -0.413, -0.778], [-0.200, -0.539, -0.128], [0.458, 1.763, 0.601], [0.215, 1.073, -1.492], [0.459, -0.207, -0.098], [-0.844, -0.031, -0.032], [0.063, -0.308, 0.000], [-0.218, 0.633, 0.180], [-0.077, -1.568, 1.271], [0.341, -0.228, 0.171], [-0.233, 0.466, -1.029], [0.826, 0.375, 0.315], [-0.125, 0.976, -1.564], [1.405, -0.823, -0.394], [-0.074, 0.599, 0.058], [0.771, -0.760, -0.331], [0.066, 1.231, 0.306], [0.357, -0.053, -0.259], [-0.757, 1.557, 0.011], [0.225, 0.443, -0.795], [-0.899, 1.700, -0.494], [0.067, 0.177, -0.320], [-0.375, 0.072, 0.020], [-0.282, -0.303, 0.277], [0.014, -0.055, 0.291], [-0.793, 0.401, -0.312], [0.244, -0.044, -0.311], [-0.547, 0.372, -0.029], [-0.040, -0.290, -0.194], [-0.469, -0.028, 0.186], [-0.354, -0.086, -0.417], [0.073, -0.162, -0.296], [0.102, -0.563, -0.260], [0.265, -0.499, 0.389], [-0.357, 0.234, -0.702], [0.178, 0.638, -0.364], [-0.005, 0.015, 0.225], [1.065, 0.598, 1.639], [-0.204, -0.032, -0.386], [0.834, 0.248, -0.137], [0.035, -0.169, -0.253], [1.183, 1.835, -0.600], [-0.222, 0.063, 0.244], [-0.108, 0.076, 0.015], [0.219, -0.834, -0.130], [0.449, 0.416, -0.243], [-0.278, -0.312, 0.294], [-0.591, 0.178, -0.093], [-1.608, -0.105, 0.496], [0.785, 0.755, 0.237], [-0.086, 0.194, -0.498], [-0.156, -0.184, 0.011], [-0.035, -0.955, 1.171], [0.217, 0.266, 0.122], [-0.476, 0.787, -0.078], [-0.154, -0.135, 0.163], [-0.145, -0.343, -0.471], [-0.052, -0.019, 0.829], [0.066, 0.106, 0.084], [0.205, 0.891, 0.319], [-0.829, 0.466, -0.101], [0.299, 0.190, -0.025], [0.457, -1.355, 0.951], [-0.160, -1.180, -0.049], [0.211, 0.277, 0.255], [0.167, 0.416, 0.030], [-0.545, 0.136, 0.099], [-0.580, 0.135, 0.307], [-1.034, -0.501, 0.224], [0.264, -0.904, 1.646], [-0.146, 0.241, 0.064], [-0.152, -0.141, 0.309], [-0.505, 1.592, 1.382], [0.279, 0.087, 0.796], [0.392, -0.309, 0.514], [-1.091, 0.623, 0.661], [-0.145, -0.051, -0.021], [-1.152, 0.684, -1.079], [0.205, -0.197, 0.162], [0.975, -1.225, -0.952], [1.832, -0.482, 0.482], [0.462, 0.879, 0.543], [-0.880, -0.005, 1.277], [0.464, -2.074, -1.829], [0.314, -0.274, -0.015], [-0.614, 0.482, -0.589], [-0.445, -0.432, 0.342], [1.115, 0.581, -0.829], [-0.100, 0.196, -0.052], [-0.629, 0.082, 0.017], [-0.087, -0.294, 0.097], [-0.334, 0.258, -0.100], [-0.160, 0.144, -0.076], [0.350, -0.363, -0.067], [1.425, 0.245, 1.918], [-0.061, 0.237, 0.588], [0.191, -0.164, -0.053], [-0.064, -0.439, -0.353], [0.003, 0.240, 0.516], [-0.441, 0.385, 0.216], [-0.091, 0.979, 0.283]]}